1) DFT (ωB97M-V with the def2-TZVPD basis set) results for a 2-piece molecular cluster, C5H15NO overall.

Cartesian coordinates (Å):
C  -1.50378  0.33610  -2.33286
N  -1.08507  -0.67795  -1.36240
C  0.33891  -0.66921  -1.01534
C  0.54775  -1.23242  0.38914
C  0.13315  -0.22425  1.45373
C  2.05994  -1.64390  0.54560
H  -0.74400  1.07902  -2.56317
H  -1.92984  -0.18045  -3.19729
H  -2.34236  0.93400  -1.95110
H  -1.36851  -1.60153  -1.63927
H  0.97252  -1.18305  -1.75631
H  0.68026  0.36440  -1.05469
H  0.02335  -2.16924  0.55978
H  0.19799  0.79462  1.11361
H  -0.90360  -0.34561  1.76600
H  0.72267  -0.37414  2.35742
H  2.56406  -0.88201  1.14221
H  2.20194  -2.62634  0.97633
H  2.52415  -1.62856  -0.43705
H  -1.02623  3.97167  1.73388
H  -0.36563  2.61909  1.40032
O  -0.38982  3.32316  2.07258

For the HOMO energy (spin up / spin down), the calculation gives 1.235 / -5.365 eV. The total charge is -1. The frontier orbital gap (spin up / spin down) comes out at 2.564 / 9.020 eV. As for the spin multiplicity: 2.

2) DFT (ωB97M-V with the def2-TZVPD basis set) results for a 2-piece molecular cluster, C5H15NO overall.

Cartesian coordinates (Å):
C  0.95532  2.63881  -1.65646
C  -0.34895  2.19433  -0.99194
N  -0.25790  0.95461  -0.19582
C  -0.01797  -1.42858  -0.08470
C  -0.58603  -0.25946  -0.96061
C  -2.12156  -0.41622  -0.97067
H  1.77682  2.91804  -1.00765
H  1.17826  1.83741  -2.36621
H  0.71593  3.41536  -2.36060
H  -1.03917  2.04696  -1.83331
H  -0.86264  2.94628  -0.38157
H  0.69677  0.93754  0.14213
H  -0.47333  -2.35912  -0.39776
H  -0.21077  -1.15593  0.95333
H  1.05512  -1.48111  -0.24585
H  0.04383  -0.26252  -1.84648
H  -2.42920  -1.34324  -0.51112
H  -2.41159  -0.24387  -2.01048
H  -2.52158  0.46639  -0.49039
H  2.02269  -4.49647  5.62432
H  2.19354  -3.06660  5.58944
O  2.64243  -3.84263  6.00240

For the HOMO energy (spin up / spin down), the calculation gives 1.253 / -6.254 eV. The total charge is -1. The frontier orbital gap (spin up / spin down) comes out at 1.916 / 9.325 eV. As for the spin multiplicity: 2.

Of them, 1) has the highest stability.

1) DFT (ωB97M-V with the def2-TZVPD basis set) results for C3H7AgO3 as an isolated structure.

Cartesian coordinates (Å):
C  -3.09878  -0.06713  0.30702
O  -2.13633  0.91394  0.45722
H  -3.83266  -0.08897  1.13754
H  -3.67788  0.05880  -0.62977
H  -2.63690  -1.08944  0.25111
O  1.46909  2.01029  0.17742
C  2.20432  0.92276  -0.08625
O  1.22494  -0.20112  -0.07733
C  1.62967  -1.44079  -0.44739
Ag  -0.30218  1.21312  0.32393
H  2.95297  0.66619  0.68858
H  2.67332  0.90775  -1.08924
H  0.83274  -2.15505  -0.64352
H  2.69768  -1.65034  -0.36930

For the HOMO energy (spin up / spin down), the calculation gives -7.859 / -9.048 eV. The frontier orbital gap (spin up / spin down) comes out at 8.640 / 6.765 eV. As for the spin multiplicity: 3.

2) DFT (ωB97M-V with the def2-TZVPD basis set) results for C3H7AgO3 as an isolated structure.

Cartesian coordinates (Å):
C  0.33363  -2.47118  -0.68204
O  -0.91262  -1.97026  -0.83426
H  0.40034  -3.52494  -0.37067
H  1.05395  -2.20420  -1.47263
H  1.25356  -0.81007  0.31252
O  -2.02870  1.57376  -0.45929
C  -0.88407  1.89958  0.16893
O  -0.30644  0.61580  0.58651
C  1.07423  0.47455  0.78526
Ag  -1.85662  -0.36808  -0.44749
H  -1.01944  2.46125  1.11473
H  -0.13411  2.41253  -0.46716
H  1.67822  0.97866  0.02087
H  1.34807  0.93260  1.74473

For the HOMO energy (spin up / spin down), the calculation gives -7.198 / -9.080 eV. The frontier orbital gap (spin up / spin down) comes out at 7.664 / 6.211 eV. As for the spin multiplicity: 3.

Of them, 1) has the highest stability.

1) DFT (ωB97M-V with the def2-TZVPD basis set) results for one molecule with the formula C8H14.

Cartesian coordinates (Å):
C  0.05528  -1.70704  -2.86826
C  -0.27551  -0.61470  -2.15170
C  0.73818  0.26630  -1.42408
C  0.52576  1.37861  -0.61810
C  1.27148  0.81859  0.55834
C  0.67053  -0.46987  1.32083
C  -0.87119  -0.36612  1.27859
C  -1.49143  0.86318  1.92832
H  1.07734  -2.06397  -2.77961
H  -0.57573  -2.04818  -3.68752
H  -1.30881  -0.26070  -2.16466
H  1.73849  -0.06949  -1.73321
H  0.26707  2.42164  -0.54519
H  2.31790  0.54526  0.43012
H  1.27309  1.54610  1.37684
H  1.01724  -0.75753  2.32104
H  0.89945  -1.32858  0.66706
H  -1.10462  -0.55006  0.22462
H  -1.32036  -1.22509  1.78983
H  -2.57333  0.76772  2.06249
H  -1.35091  1.66520  1.18607
H  -0.97991  1.18872  2.82820

For the HOMO energy, the calculation gives -7.480 eV. Its SMILES is C=C/C=C/CCCC. The frontier orbital gap comes out at 7.278 eV. As for the spin multiplicity: 1.

2) DFT (ωB97M-V with the def2-TZVPD basis set) results for C8H14 as an isolated structure.

Cartesian coordinates (Å):
C  -1.06772  1.44567  -0.05748
C  -0.74130  0.60411  1.42691
C  0.00375  -0.82712  1.46645
C  1.12406  -1.22497  0.12522
C  0.49837  -1.72774  -1.09405
C  0.16611  -0.19191  -1.17643
C  -0.50362  1.10257  -1.49262
C  1.39659  0.15457  -0.48511
H  -2.28766  1.37780  -0.25713
H  -1.09306  2.54102  0.27271
H  -1.56990  0.47232  2.14263
H  -0.06376  1.36353  2.04477
H  0.75002  -0.56613  2.42175
H  -0.72147  -1.75323  1.68860
H  1.62226  -1.99306  0.79998
H  0.83735  -2.20081  -2.11546
H  -0.35533  -2.37146  -0.60065
H  -0.32476  -0.38580  -0.34961
H  0.34187  1.70074  -2.05277
H  -1.54486  1.03930  -1.92100
H  1.22231  1.03017  0.22893
H  2.31078  0.41045  -1.01566

For the HOMO energy, the calculation gives -9.438 eV. The frontier orbital gap comes out at 10.467 eV. As for the spin multiplicity: 1.

Of them, 1) has the highest stability.